No. 1
Computed, not measured: 16 unconnected molecules or ions with the total composition C82H172N16O13, with wB97M-V/def2-TZVPD.

Values from the calculation:
Lowest unoccupied orbital energy: -7.999 eV
E_HOMO: -16.03 eV
Total charge: +6
Electronic energy: -5079.774367 a.u.
Orbital gap: 8.035 eV

Last column: Mulliken charge in e.
Cartesian coordinates (Å):
C  -5.84082  -6.21724  10.52904  -1.364
C  -5.73670  -5.25146  9.31423  -0.034
C  -6.43148  -3.92111  9.65739  -0.681
N  -6.46221  -2.87535  8.44921  0.078
C  -7.25479  -1.67833  8.95897  -0.542
C  -7.09431  -0.48759  7.96847  -0.692
C  -5.64118  -0.18456  7.64752  -0.675
C  -4.97092  -1.44340  7.05469  -0.666
C  -5.04590  -2.56139  8.03509  -0.730
C  -7.17384  -3.54316  7.26449  -1.111
H  -6.87335  -6.30508  10.90310  0.371
H  -5.31501  -5.85244  11.40268  0.383
H  -5.40095  -7.19839  10.22828  0.354
H  -6.21501  -5.74079  8.42014  0.267
H  -4.66937  -5.03372  9.13646  0.260
H  -6.01516  -3.38619  10.50293  0.318
H  -7.51321  -4.01029  9.76837  0.446
H  -6.86010  -1.51042  9.93960  0.425
H  -8.27692  -2.02610  8.96604  0.391
H  -7.55356  0.40058  8.40482  0.421
H  -7.69237  -0.63833  7.07330  0.340
H  -5.04703  0.07203  8.57915  0.262
H  -5.53577  0.76639  7.10574  0.418
H  -3.95803  -1.18079  6.73774  0.395
H  -5.51847  -1.79489  6.12870  0.253
H  -4.57795  -2.29266  8.93920  0.468
H  -4.58557  -3.49365  7.61468  0.427
H  -8.08217  -3.99568  7.59535  0.369
H  -6.55185  -4.30766  6.85675  0.418
H  -7.45138  -2.81276  6.49594  0.430
C  3.83230  -1.20214  -2.11041  -0.892
C  4.87243  -1.35746  -3.28482  -0.277
C  5.86867  -0.13984  -3.25103  -0.162
N  7.08808  -0.19165  -4.25175  0.533
C  7.85128  -1.55073  -4.18183  -0.579
C  8.91966  -1.68663  -5.35313  -0.977
C  8.24873  -1.52390  -6.71598  -0.752
C  7.62820  -0.13736  -6.75006  -0.729
C  6.57685  0.11022  -5.70169  -0.020
C  8.04715  0.98313  -3.89878  -0.715
H  3.04610  -1.94093  -2.29269  0.373
H  3.41052  -0.17858  -2.23021  -0.304
H  4.25627  -1.32863  -1.05711  0.524
H  4.24404  -1.60588  -4.18463  0.319
H  5.39682  -2.29208  -3.13486  0.663
H  6.31504  -0.13890  -2.25443  0.601
H  5.36428  0.82190  -3.43008  -0.586
H  7.11958  -2.37891  -4.33095  0.300
H  8.26444  -1.53710  -3.17955  0.457
H  9.38343  -2.62438  -5.11456  0.473
H  9.70807  -0.94402  -5.19562  0.383
H  7.58746  -2.39281  -6.77192  0.312
H  9.00289  -1.54967  -7.48881  0.482
H  7.12492  0.08696  -7.70349  0.377
H  8.47310  0.54865  -6.72361  0.369
H  5.80370  -0.62840  -5.91211  0.121
H  6.12151  1.10967  -5.65101  0.046
H  7.43573  1.89095  -3.58873  0.126
H  8.72542  1.27002  -4.72385  0.381
H  8.58569  0.64146  -3.05033  0.430
C  -1.06580  -0.61995  0.20048  -2.070
C  0.19315  0.08770  -0.40847  1.319
C  -0.14348  1.53593  -0.48880  -1.117
N  1.07403  2.38983  -0.67577  1.238
C  1.78871  2.13709  -1.97247  -0.230
C  1.15004  2.70177  -3.21398  0.438
C  0.56858  4.14323  -3.18714  -1.057
C  -0.15354  4.28381  -1.81561  -0.775
C  0.68025  3.87601  -0.65143  0.442
C  1.98060  2.26123  0.51796  -0.641
H  -1.01971  -0.56194  1.26574  0.419
H  -1.06394  -1.67343  -0.06529  0.440
H  -1.98650  -0.21311  -0.19499  0.637
H  0.37869  -0.37717  -1.40012  -0.186
H  1.01780  -0.10050  0.31554  -0.284
H  -0.57614  1.84309  0.49303  0.177
H  -0.83106  1.82446  -1.26900  0.498
H  1.89519  1.06665  -2.11275  -0.839
H  2.78136  2.61083  -1.87764  0.566
H  0.31607  2.02555  -3.50650  0.636
H  1.97889  2.56199  -3.89759  -0.872
H  -0.12405  4.30389  -4.00480  0.597
H  1.34803  4.94065  -3.31949  0.173
H  -1.13695  3.78569  -1.93326  0.199
H  -0.43547  5.32021  -1.65426  0.551
H  0.19833  3.90451  0.33744  0.302
H  1.61366  4.50111  -0.63134  -0.539
H  2.85340  2.80719  0.18491  0.374
H  2.26197  1.20007  0.64403  -0.181
H  1.52647  2.60235  1.40625  0.312
C  -6.77641  6.01189  6.97888  -1.239
C  -6.81909  6.31285  5.50943  -0.159
N  -5.46573  6.10817  4.93764  0.108
C  -4.27081  6.51268  5.42880  -0.503
C  -3.32247  6.19083  4.52010  0.026
N  -3.96117  5.64302  3.48503  0.135
C  -5.29966  5.56958  3.68188  -0.184
C  -3.45466  4.91919  2.26570  -0.778
H  -7.75100  5.56334  7.16411  0.357
H  -6.73016  6.92727  7.61335  0.315
H  -5.96052  5.35459  7.20993  0.423
H  -7.09182  7.33738  5.25819  0.322
H  -7.38257  5.53850  4.93362  0.284
H  -4.21729  6.93953  6.42939  0.474
H  -2.23232  6.23979  4.57821  0.087
H  -6.03448  5.09834  2.97913  0.383
H  -3.72494  3.88080  2.45843  0.439
H  -2.39092  5.03832  2.17286  0.043
H  -3.88271  5.46162  1.44003  0.370
C  4.92754  -8.88054  7.92308  -1.144
C  5.19535  -7.82492  6.81661  -0.493
N  4.04070  -7.04754  6.32260  0.175
C  3.34844  -6.10531  7.09114  -0.573
C  2.64235  -5.36953  6.20093  -0.457
N  2.85657  -5.93328  4.95332  0.230
C  3.73488  -6.89247  5.05501  0.065
C  2.08865  -5.54213  3.80197  -0.340
H  5.81109  -9.48663  8.17241  0.381
H  4.10487  -9.54135  7.59764  0.327
H  4.67120  -8.43915  8.88419  0.334
H  5.66148  -8.33679  5.96105  0.331
H  5.96104  -7.13398  7.12059  0.378
H  3.49293  -6.01551  8.13134  0.465
H  1.96648  -4.50678  6.25218  0.446
H  4.09320  -7.50118  4.28521  0.392
H  1.07870  -5.98502  3.79737  0.283
H  2.56695  -5.89232  2.89948  0.327
H  1.90473  -4.47929  3.88670  -0.137
C  3.16304  4.33706  6.82558  -0.833
C  2.49421  3.17700  7.62551  -0.657
N  3.03066  1.85654  7.31014  0.160
C  2.85091  1.16396  6.16085  -0.689
C  3.77167  0.18127  6.07254  -0.385
N  4.55932  0.33029  7.16166  0.209
C  4.09394  1.35832  7.92392  -0.091
C  5.68254  -0.45393  7.46439  -0.800
H  3.15161  3.95183  5.81369  0.203
H  4.23557  4.47764  7.09215  0.318
H  2.56920  5.23564  6.75604  0.394
H  1.41890  3.03161  7.38500  0.359
H  2.58876  3.24122  8.68833  0.363
H  2.02093  1.42595  5.47105  0.648
H  3.70537  -0.67883  5.39298  0.358
H  4.57403  1.71598  8.82617  0.392
H  5.91286  -0.36792  8.51873  0.306
H  6.57588  -0.19088  6.90156  0.336
H  5.52367  -1.48477  7.15893  0.346
C  -6.05577  -5.90543  -6.47523  -0.998
C  -5.59745  -4.47773  -6.21377  -0.681
N  -5.54969  -4.18357  -4.71549  0.188
C  -6.60199  -3.72554  -3.98588  -0.494
C  -6.10794  -3.34533  -2.82566  -0.604
N  -4.71541  -3.47034  -2.87198  0.466
C  -4.42997  -3.99017  -4.05251  -0.528
C  -3.76256  -3.23855  -1.80762  -0.387
H  -6.94689  -6.01011  -5.90611  0.342
H  -5.28220  -6.65798  -6.19797  0.280
H  -6.34202  -5.88934  -7.52716  0.374
H  -6.28612  -3.75606  -6.69131  0.383
H  -4.63002  -4.18805  -6.62862  0.380
H  -7.61581  -3.74420  -4.36937  0.526
H  -6.52328  -2.80708  -1.99507  0.363
H  -3.42778  -4.25267  -4.30728  0.941
H  -2.68398  -3.23017  -2.15316  0.109
H  -3.99360  -4.04996  -1.04447  0.298
H  -3.99675  -2.26434  -1.36433  -0.015
C  -0.72778  -7.91686  -3.09504  -1.521
C  0.52745  -7.14277  -3.43814  0.467
N  1.00895  -7.61217  -4.77371  0.176
C  1.56481  -6.69456  -5.66272  -0.871
C  1.75980  -7.34964  -6.81339  -0.300
N  1.35269  -8.60848  -6.64214  0.100
C  0.93572  -8.77181  -5.38688  0.031
C  1.64469  -9.68236  -7.58583  -0.749
H  -1.42217  -7.85972  -3.90949  0.413
H  -1.10895  -7.58732  -2.15183  0.421
H  -0.40657  -8.95849  -2.94768  0.416
H  1.33745  -7.19168  -2.68157  0.243
H  0.30546  -6.09389  -3.58351  -0.245
H  1.83625  -5.70343  -5.35546  0.617
H  2.04270  -7.02717  -7.80511  0.422
H  0.40088  -9.66011  -5.08144  0.362
H  2.60114  -10.18842  -7.27720  0.317
H  1.68156  -9.14451  -8.54618  0.284
H  0.84670  -10.46646  -7.60227  0.329
C  4.14966  1.85063  -7.48181  -0.542
N  2.83603  1.10486  -7.14274  0.248
C  1.80153  2.19390  -6.98348  -0.717
C  2.41103  0.15837  -8.23926  -0.718
C  3.06124  0.35932  -5.79063  1.207
C  1.88779  -0.42328  -5.30575  -0.574
O  1.85222  -1.63920  -5.90395  -0.546
H  4.07120  2.57122  -8.29305  0.456
H  4.88479  1.11397  -7.71238  0.263
H  4.49400  2.39068  -6.57232  0.011
H  0.82187  1.79303  -6.90278  0.437
H  1.90610  2.78846  -7.87010  0.485
H  2.00955  2.80994  -6.08747  0.125
H  1.49748  -0.29515  -7.85029  0.284
H  3.22437  -0.58873  -8.24806  0.298
H  2.17000  0.76165  -9.12462  0.391
H  3.40871  1.16710  -5.13982  -0.440
H  3.93874  -0.30304  -5.94267  -0.466
H  1.00252  0.12332  -5.59790  0.698
H  1.84332  -0.49956  -4.22285  0.153
H  1.45036  -2.30404  -5.27607  0.393
C  2.82574  9.30748  0.09984  -0.810
N  4.01662  8.59646  -0.65888  0.198
C  3.42420  7.84048  -1.91367  -1.320
C  4.89727  9.67305  -1.10646  -0.983
C  4.74518  7.55187  0.14459  -0.815
C  3.98900  6.25520  0.37727  0.208
O  2.59062  6.58763  0.48378  -0.276
H  2.66132  10.27588  -0.37120  0.384
H  3.06452  9.49805  1.13510  0.341
H  1.90787  8.84273  -0.06463  0.296
H  2.60870  7.20932  -1.54957  0.335
H  4.16494  7.29677  -2.42531  0.560
H  2.96171  8.52296  -2.57520  0.558
H  5.68078  9.28236  -1.72405  0.392
H  5.30198  10.18579  -0.21574  0.409
H  4.28489  10.40771  -1.59755  0.401
H  5.14189  8.01455  1.05026  0.362
H  5.68260  7.30591  -0.52214  0.340
H  4.45532  5.71618  1.21039  0.467
H  4.20735  5.64296  -0.53382  -0.134
H  2.12565  5.95301  1.09399  0.316
C  -7.21990  3.06078  -5.19724  -0.896
N  -7.31303  2.22442  -3.99458  0.221
C  -8.75872  2.00964  -3.65372  -0.854
C  -6.71701  0.86689  -4.38098  -1.243
C  -6.51434  2.78191  -2.82817  -0.827
C  -4.93918  2.75246  -2.94758  -0.411
O  -4.33032  1.50933  -3.03656  -0.355
H  -7.62626  2.50170  -6.05418  0.364
H  -6.19772  3.28781  -5.43185  0.348
H  -7.74613  3.94994  -4.99359  0.425
H  -8.77455  1.46993  -2.73819  0.330
H  -9.30215  1.61519  -4.49732  0.358
H  -9.04036  3.01107  -3.30967  0.426
H  -7.37672  0.43512  -5.14010  0.500
H  -6.66948  0.18955  -3.56009  0.423
H  -5.70148  0.98689  -4.72629  0.466
H  -6.72871  2.29028  -1.87606  0.478
H  -6.72801  3.86286  -2.71786  0.308
H  -4.73847  3.21698  -1.99161  0.343
H  -4.60817  3.46544  -3.78144  0.383
H  -4.75323  0.86334  -2.45436  0.285
C  5.21448  4.89394  -4.75340  -1.130
C  4.54260  3.78359  -4.02652  -0.052
O  4.54807  2.64601  -4.63621  -0.266
O  3.99129  4.08006  -2.92829  -0.366
H  6.26216  4.60208  -4.98836  0.287
H  5.26048  5.77156  -4.09625  0.154
H  4.57761  5.06715  -5.61069  0.240
C  0.46728  5.82768  3.97445  -1.432
C  0.66039  4.70255  3.04956  0.834
O  -0.04106  3.67669  3.04999  -0.683
O  1.53015  4.95929  2.14030  -0.724
H  -0.06079  6.54643  3.32560  0.313
H  1.52478  6.22901  4.16531  0.284
H  -0.01134  5.65480  4.95617  0.341
C  3.24503  -2.08189  2.85685  -0.787
C  1.83296  -2.10310  3.47625  0.648
O  1.87046  -2.50138  4.66123  -0.759
O  0.91645  -1.73396  2.75325  -0.705
H  3.47893  -3.02928  2.37299  0.267
H  4.08062  -2.05856  3.55287  0.395
H  3.39045  -1.28043  2.05421  0.005
C  -5.85066  -0.68858  0.83212  -1.205
C  -5.68010  0.26417  -0.35624  0.750
O  -5.71545  1.49084  -0.05747  -0.741
O  -5.33502  -0.26052  -1.46787  -0.562
H  -4.87352  -0.86423  1.27258  0.221
H  -6.24069  -1.70811  0.49679  0.220
H  -6.55972  -0.23980  1.53771  0.366
C  -1.40113  -2.17867  -4.90506  -0.744
C  -0.68390  -3.45755  -4.60327  0.719
O  0.56849  -3.43389  -4.64804  -0.807
O  -1.35765  -4.52209  -4.39935  -0.806
H  -2.50346  -2.26902  -4.92120  0.097
H  -1.01647  -1.80177  -5.85613  0.394
H  -1.26687  -1.42692  -4.13027  -0.001

Forces on atoms 1 to 3 (eV/Å):
C -0.0965 -0.1993 -0.4679
C -0.3534 0.1447 0.4422
C -0.7264 0.2959 -2.0259

***

No. 2
Computed, not measured: a molecular structure, C14H14AgNO3S, with wB97M-V/def2-TZVPD.

Values from the calculation:
Lowest unoccupied orbital energy: 0.049 eV
E_HOMO: -8.41 eV
Electronic energy: -1367.536746 a.u.
Orbital gap: 8.459 eV

Last column: Mulliken charge in e.
Cartesian coordinates (Å):
Ag  -0.23085  -0.13225  0.75047  0.361
O  2.40021  2.53925  -1.35494  -0.682
C  1.55989  1.81563  -0.83184  0.310
O  1.68388  1.05604  0.17028  -0.658
C  0.14586  1.87950  -1.46452  0.502
C  -0.05171  2.72550  -2.58093  -0.456
C  -1.27940  2.78979  -3.16038  -0.560
C  -2.34229  2.01132  -2.64046  1.129
C  -3.64660  2.02036  -3.18789  -0.745
C  -4.63226  1.24790  -2.64497  -0.514
C  -4.35679  0.43104  -1.52665  -0.570
C  -3.10667  0.40433  -0.97864  -0.478
C  -2.07104  1.19428  -1.52556  0.245
N  -0.82498  1.15112  -0.96355  -0.523
H  0.79964  3.29085  -2.92850  0.510
H  -1.46048  3.42754  -4.01774  0.404
H  -3.84531  2.65189  -4.04533  0.365
H  -5.62806  1.25782  -3.06771  0.386
H  -5.14482  -0.17755  -1.10294  0.385
H  -2.87701  -0.21697  -0.12002  0.344
O  0.13505  -1.56802  2.34712  -0.624
S  1.25988  -1.30421  3.34456  0.395
C  1.88341  -2.98301  3.68363  -0.540
C  3.11680  -3.23695  2.80309  -0.630
C  3.11885  -2.18439  1.69459  -0.549
C  2.72168  -0.88801  2.37956  -0.411
H  1.03050  -3.61032  3.42685  0.345
H  2.08176  -3.07906  4.74980  0.343
H  3.10673  -4.25243  2.40909  0.314
H  4.02059  -3.12775  3.40518  0.303
H  2.38526  -2.42873  0.92437  0.283
H  4.09158  -2.09536  1.21256  0.401
H  2.48716  -0.04004  1.72788  0.261
H  3.46952  -0.56912  3.11350  0.357

Forces on atoms 1 to 3 (eV/Å):
Ag -0.0065 0.0802 -0.1195
O 0.0183 -0.0710 -0.0655
C -0.0826 0.2206 0.1499